{"formula": "C24H21NO2Tc", "method": "wB97M-V/def2-TZVPD", "total_energy_ev": -32997.578, "de_lowest_kj_mol": 7.1, "charge": 2, "homo_lumo_gap_ev": [6.07, 6.31], "spin_multiplicity": 2, "elements": ["Tc", "C", "C", "C", "C", "C", "C", "C", "H", "H", "H", "H", "H", "H", "H", "H", "C", "C", "C", "C", "C", "C", "C", "C", "C", "C", "C", "C", "C", "C", "C", "N", "H", "H", "H", "H", "H", "H", "H", "H", "H", "H", "C", "C", "O", "O", "H", "H", "H"], "coordinates": [[-0.95913, -0.01087, -0.01181], [-2.52396, 0.03929, 3.29047], [-2.53633, -0.58191, 1.93399], [-1.80219, -1.75380, 1.66650], [-1.81234, -2.33867, 0.39574], [-2.54315, -1.75456, -0.64457], [-3.26987, -0.57334, -0.39959], [-3.25787, 0.00506, 0.87415], [-3.27265, -0.45694, 3.91207], [-2.77011, 1.09743, 3.24600], [-1.55673, -0.08527, 3.77501], [-1.23301, -2.21877, 2.45977], [-1.24209, -3.24137, 0.21444], [-2.54483, -2.20081, -1.63002], [-3.82789, -0.11080, -1.20107], [-3.79427, 0.93035, 1.04359], [-1.65974, 2.23340, -3.56493], [-0.48026, 1.98884, -4.26685], [0.51268, 1.17304, -3.74559], [0.32248, 0.59341, -2.49880], [-0.87756, 0.81332, -1.77590], [-1.87363, 1.63171, -2.33847], [1.31256, -0.19727, -1.79132], [2.53783, -0.60286, -2.33948], [3.39850, -1.32299, -1.56370], [3.08646, -1.59443, -0.21538], [3.99589, -2.26708, 0.63235], [3.70647, -2.44587, 1.95550], [2.50487, -1.93309, 2.47929], [1.59437, -1.28949, 1.67888], [1.85362, -1.13607, 0.30476], [0.95344, -0.49591, -0.52929], [-2.40935, 2.88582, -3.98932], [-0.33325, 2.45060, -5.23323], [1.42302, 1.02084, -4.30765], [-2.79299, 1.83166, -1.80667], [2.77995, -0.35696, -3.36092], [4.34193, -1.66726, -1.96625], [4.92970, -2.62074, 0.21674], [4.40341, -2.95241, 2.60649], [2.30608, -2.03174, 3.53791], [0.71145, -0.85592, 2.12380], [0.37335, 3.40528, 1.99805], [0.51628, 2.37842, 0.92980], [1.29030, 2.31131, 0.03272], [-0.51087, 1.36769, 1.06452], [1.03411, 4.23901, 1.77524], [0.65335, 2.96035, 2.95412], [-0.65807, 3.74036, 2.07887]], "forces_ev_per_a": [[-0.5, -0.3, 1.0], [0.0, 0.0, 0.0], [0.0, 0.1, -0.1], [0.1, 0.0, 0.0], [0.1, 0.0, -0.2], [0.0, -0.1, -0.2], [0.1, 0.0, -0.1], [-0.1, 0.0, 0.0], [0.0, 0.0, 0.0], [0.0, 0.0, 0.0], [0.0, 0.0, 0.0], [0.0, 0.0, 0.0], [0.0, 0.0, 0.0], [0.0, 0.0, 0.0], [0.0, 0.0, 0.0], [0.0, 0.0, 0.0], [0.0, 0.0, 0.1], [0.0, 0.0, 0.0], [0.0, -0.1, 0.2], [-0.2, 0.1, -0.1], [-0.1, 0.0, -0.7], [0.2, 0.0, 0.0], [0.2, -0.1, 0.0], [-0.2, 0.0, 0.1], [0.0, 0.0, 0.0], [0.0, 0.0, 0.1], [-0.1, 0.0, 0.0], [-0.1, 0.0, 0.0], [0.0, 0.0, 0.0], [0.1, -0.1, 0.0], [0.0, 0.1, 0.0], [0.2, -0.2, -0.2], [0.0, 0.0, 0.0], [0.0, 0.0, 0.0], [0.0, 0.0, 0.0], [-0.1, 0.0, 0.0], [0.0, 0.0, 0.0], [0.0, 0.0, 0.0], [0.0, 0.0, 0.0], [0.0, 0.0, 0.0], [0.0, 0.0, 0.0], [0.0, 0.0, 0.0], [0.2, 0.0, 0.0], [0.0, 0.0, -0.4], [-0.3, 0.0, 0.4], [0.5, 0.7, 0.3], [0.0, 0.0, 0.0], [0.0, 0.0, 0.0], [0.0, 0.0, -0.1]]}